i | This record from the OMol25 dataset describes one molecule with the formula CH5N3O. The level of theory is wB97M-V/def2-TZVPD.

Its SMILES is NNC(N)=O. The value obtained for the LUMO energy is 0.749 eV. The frontier orbital gap comes out at 10.5 eV.

```
! RIJCOSX wB97M-V def2-TZVPD def2/J DEFGRID3
* xyz 0 1
C -0.4574 -0.1008 0.1842
H 2.4780 0.5148 -0.0025
H 2.1719 -0.2782 -1.4613
H 0.3531 1.4243 -0.8930
H -1.9276 1.2758 -0.4506
H -2.2691 0.1915 0.9369
N 1.8153 -0.0993 -0.4751
N 0.5556 0.4291 -0.5712
N -1.6987 0.4299 0.0346
O -0.3459 -0.9801 0.9809
*
```

Results of the natural (NBO) charge analysis, in e, for atoms 1 through 8: C 0.754; H 0.347; H 0.349; H 0.352; H 0.380; H 0.416; N -0.614; N -0.492

ii | This record from the OMol25 dataset describes one molecule with the formula CH5N3O. The level of theory is wB97M-V/def2-TZVPD.

Its SMILES is [H]/N=C(\N)NO. The value obtained for the LUMO energy is 0.760 eV. The frontier orbital gap comes out at 9.8 eV.

```
! RIJCOSX wB97M-V def2-TZVPD def2/J DEFGRID3
* xyz 0 1
C -0.1477 -0.1463 -0.1113
H -1.0064 -1.6931 -0.4894
H -1.1783 -1.1138 1.2901
H -0.1642 -0.6569 -1.9613
H 0.5972 0.2653 1.6005
H 1.1160 1.9105 -0.5404
N -0.8555 -1.1457 0.3335
N 0.1544 0.0631 -1.3475
N 0.2423 0.7823 0.8119
O 1.2422 1.7346 0.4140
*
```

Results of the natural (NBO) charge analysis, in e, for atoms 1 through 8: C 0.540; H 0.415; H 0.414; H 0.328; H 0.355; H 0.499; N -0.832; N -0.829

Which one is most stable, and which one is least stable? i is the most stable of them, while ii is the least stable.

i | This record from the OMol25 dataset describes one molecule with the formula CH4N4S. The level of theory is wB97M-V/def2-TZVPD.

Its SMILES is NN1CSN=N1. The value obtained for the LUMO energy (spin up / spin down) is 0.356 / 0.668 eV. The frontier orbital gap (spin up / spin down) comes out at 7.7 / 8.3 eV.

```
! RIJCOSX wB97M-V def2-TZVPD def2/J DEFGRID3
* xyz 0 1
C -0.0798 -0.1418 -1.0702
N 0.4545 -0.8382 1.1686
N 0.8433 -2.1066 0.3754
N 0.0208 0.0719 0.3579
N -0.2233 1.3633 0.7963
S 0.4804 -1.8905 -1.2110
H -1.1143 -0.0251 -1.4109
H 0.5690 0.5483 -1.6252
H -1.2214 1.5075 0.9498
H 0.2708 1.5113 1.6692
*
```

Results of the natural (NBO) charge analysis, in e, for atoms 1 through 8: C -0.378; N -0.021; N -0.482; N -0.073; N -0.636; S 0.436; H 0.202; H 0.211

ii | This record from the OMol25 dataset describes a 2-piece molecular cluster, CH4N4S overall. The level of theory is wB97M-V/def2-TZVPD.

The value obtained for the LUMO energy (spin up / spin down) is 0.661 / 0.661 eV. The frontier orbital gap (spin up / spin down) comes out at 8.5 / 8.5 eV.

```
! RIJCOSX wB97M-V def2-TZVPD def2/J DEFGRID3
* xyz 0 1
C -1.5042 -0.8523 0.4813
N 1.6679 1.5689 -0.3692
N -0.7774 -0.4534 -0.5271
N -0.3660 0.7090 -0.8812
N 2.4143 0.8851 0.1318
S 3.3633 -0.0802 0.8201
H -1.8418 -0.1462 1.2183
H -1.7781 -1.8856 0.5557
H -0.4590 -1.1799 -1.1726
H -0.7190 1.4346 -0.2570
*
```

Results of the natural (NBO) charge analysis, in e, for atoms 1 through 8: C -0.324; N 0.062; N -0.180; N -0.556; N -0.167; S 0.068; H 0.190; H 0.195

Which one is most stable, and which one is least stable? ii is the most stable of them, while i is the least stable.